No. 1
{
  "formula": "C27H49B3Br2F4N2O8",
  "method": "wB97M-V/def2-TZVPD",
  "elements": ["C", "H", "H", "F", "H", "H", "H", "C", "H", "N", "F", "C", "B", "F", "H", "H", "H", "C", "H", "C", "O", "H", "O", "H", "O", "H", "H", "C", "H", "H", "H", "C", "H", "H", "O", "O", "O", "C", "C", "N", "H", "H", "Br", "C", "C", "H", "H", "H", "H", "H", "C", "H", "C", "C", "B", "H", "C", "C", "H", "H", "Br", "F", "H", "H", "C", "C", "O", "H", "H", "O", "H", "H", "C", "H", "H", "C", "H", "C", "C", "C", "H", "C", "B", "H", "C", "H", "H", "C", "H", "H", "H", "H", "H", "H", "C"],
  "positions_angstrom": [[1.11681, -4.47251, -1.06857], [-1.37101, -4.78895, 7.87578], [1.18903, -5.48576, -1.50767], [-4.07943, 1.75138, 0.58661], [-4.02628, -5.31773, 6.93055], [4.18664, 6.00517, -3.94843], [3.05323, -4.81763, -0.01870], [2.62262, 5.76613, -5.45122], [2.35394, -3.24601, -1.91748], [1.57446, 5.37892, -4.46047], [2.96295, 3.12576, -0.23221], [1.04283, 0.17114, -1.55361], [-1.49696, -2.18970, -1.05007], [3.98133, 0.35606, -0.79587], [-1.34410, -3.03333, 8.07648], [0.22910, 3.48389, -6.14874], [3.15762, 5.45491, -7.52448], [-0.74756, 4.58519, -3.93866], [4.26132, 4.45527, -4.79898], [2.09985, -4.27560, 0.11685], [-2.36625, -2.67373, 4.46988], [-3.97358, -0.62003, 1.48477], [-1.08784, -3.41599, -1.49888], [0.99244, 4.43520, -8.23246], [-0.79537, -0.03313, 0.34411], [-0.78973, -3.59534, 2.76293], [0.53039, 2.24961, -1.19155], [3.40775, 0.86000, 0.29501], [2.77089, 3.98050, -6.66542], [2.57641, 7.83577, -4.74655], [-3.11488, -6.91126, 5.23869], [-1.97794, -3.88783, 7.83071], [4.78175, 5.91627, -5.60541], [-4.35217, -2.87623, 7.61691], [1.42419, -3.47635, -2.05730], [1.90139, 4.21668, -3.96489], [-2.22487, -1.99329, 0.13642], [4.03883, 5.51612, -4.91370], [0.16677, 5.28764, -4.95292], [-1.70434, -3.24767, 5.44081], [1.63946, -4.53507, 1.08981], [0.78929, 6.07366, -7.66306], [1.19887, 2.24031, 1.58056], [-3.01042, -0.12331, 1.71715], [0.05856, 4.55591, -6.29707], [1.78316, -0.58543, -1.24059], [-1.91662, -6.46236, 6.42707], [-0.50490, 3.52880, -3.81841], [1.97423, 2.07661, -2.18359], [0.74325, -3.77260, 6.26425], [-3.18292, 1.37709, 1.52942], [-0.19100, 7.32094, -4.22327], [-0.10787, -3.79503, 3.59146], [-2.51462, -6.07219, 5.59852], [-0.36105, -0.27727, -0.96088], [0.95193, 0.06639, -2.65259], [2.47287, 5.02727, -6.78746], [-3.43846, -4.95763, 6.08235], [-2.69204, -0.39613, 2.73661], [-3.23372, -1.64153, 7.04098], [2.72150, -0.50735, 1.50938], [4.38457, 1.50457, 0.97067], [-1.53401, 6.64513, -5.13210], [-4.39117, -2.39763, 5.93623], [-0.83473, -4.30310, 4.84136], [2.58810, 7.29015, -5.69231], [-1.22488, -1.02398, -1.79084], [-0.19317, -3.51371, 0.35805], [0.60312, -4.54075, 3.23186], [-2.60591, 2.13622, 2.16224], [1.11409, -5.18331, 5.28481], [-0.91788, -6.36411, 4.18581], [-0.44514, 6.69996, -5.08447], [-1.78555, 4.62832, -4.27095], [-0.14599, 7.22380, -5.98999], [1.46629, 1.66659, -1.29590], [0.45084, -2.88038, 3.80608], [-2.68913, -3.67800, 6.47719], [2.28445, 1.94033, -0.01863], [-3.72178, -2.58212, 6.77650], [-4.15668, -4.73382, 5.28649], [0.31014, -4.66735, 5.81275], [-1.95640, -0.73319, 0.67690], [3.47568, 7.61012, -6.24098], [-0.32988, -4.16088, -0.53352], [2.34046, -3.19879, 0.18239], [-2.70919, -3.99148, 8.63414], [1.05108, 5.06215, -7.33940], [-0.69093, 5.06541, -2.95920], [-0.95756, 4.65036, -6.68876], [1.74380, 7.62370, -6.29088], [-0.83086, -5.11120, -0.27056], [0.00963, -5.34610, 6.60801], [-2.23675, -5.37987, 3.59140], [-1.61443, -5.57173, 4.47262]],
  "forces_ev_per_a": [[-0.08, 0.95, 0.55], [0.06, 0.05, -0.07], [-0.13, 0.46, 0.16], [0.02, -0.22, -0.16], [0.06, 0.21, 0.08], [-0.06, -0.05, -0.01], [-0.49, 0.11, 0.11], [1.09, 1.79, -0.60], [-0.26, -0.04, -0.26], [0.33, -2.75, -0.93], [-0.13, -0.46, 0.04], [-0.45, 0.62, -0.28], [-0.96, -0.12, -0.88], [-0.38, -0.15, -0.10], [0.00, -0.02, -0.08], [0.06, 0.05, 0.15], [0.08, 0.10, 0.19], [0.48, -0.43, 0.34], [-0.15, 0.03, 0.11], [-0.05, -0.19, 0.00], [0.56, 0.57, 0.39], [0.48, 0.12, 0.30], [-0.04, 0.12, 0.67], [-0.01, 0.03, 0.01], [-0.48, -0.79, -0.75], [-0.08, 0.11, 0.15], [0.57, -0.07, -0.08], [-0.19, 1.26, 1.14], [-0.01, 0.03, 0.17], [-0.05, -0.07, 0.00], [0.03, 0.01, 0.02], [0.28, -0.26, 0.07], [-0.22, 0.11, -0.09], [0.19, -0.17, 0.02], [0.30, -0.40, 0.25], [0.03, 0.52, 0.65], [1.25, 0.77, -0.15], [-0.11, -0.54, 0.44], [-1.80, 1.23, -0.02], [-2.04, -0.66, -2.07], [0.33, -0.17, -0.48], [0.01, 0.00, 0.05], [0.03, 0.38, -0.47], [-0.85, -0.38, -1.39], [0.45, -0.20, -0.27], [-0.16, 0.38, -0.14], [0.01, 0.04, -0.01], [0.16, 0.09, 0.03], [0.22, -0.16, 0.59], [-0.08, 0.00, 0.00], [-0.85, -3.67, -0.40], [0.06, -0.04, -0.03], [-0.43, 0.56, -0.34], [0.01, 0.04, 0.02], [0.07, 0.35, -0.64], [0.08, -0.10, 0.53], [-0.42, -0.34, -0.10], [0.13, -0.28, -0.48], [-0.17, 0.46, -0.28], [0.02, -0.04, -0.06], [0.50, -0.63, -0.54], [-0.11, -0.30, -0.08], [0.06, -0.18, 0.06], [0.17, 0.03, -0.07], [1.99, -0.82, 0.32], [-0.29, 0.20, -0.15], [1.06, -0.66, 1.05], [-0.22, -0.60, -0.19], [-0.06, -0.12, 0.27], [1.75, 3.45, 1.74], [-0.12, 0.07, -0.14], [0.16, 0.17, 0.02], [0.10, 0.27, -0.21], [0.11, 0.17, -0.15], [0.11, 0.01, 0.06], [-0.88, -0.66, 0.44], [-0.05, -0.01, 0.01], [-0.17, -0.05, 2.18], [0.35, 0.18, -0.79], [-0.03, 0.35, -0.63], [0.08, 0.15, -0.02], [-0.01, -0.13, 0.32], [-0.58, -0.03, 0.75], [0.05, -0.18, 0.06], [0.59, 0.03, -0.20], [-0.18, -0.36, -0.01], [-0.10, 0.07, -0.15], [0.01, 0.02, 0.02], [0.05, -0.02, -0.03], [-0.04, 0.09, 0.21], [-0.06, -0.03, 0.09], [0.06, 0.56, -0.01], [-0.06, 0.10, 0.04], [0.04, 0.17, 0.04], [-0.56, -0.05, 0.08]],
  "gap_ev": [9.16, 9.37],
  "spin_multiplicity": 3,
  "max_force_ev_per_a": 4.24,
  "total_energy_ha": -7391.86249,
  "lumo_ev": [0.454, -0.107],
  "molar_mass_g_mol": 797.9,
  "homo_energy_ha": [-0.3201, -0.3482]
}

=====

No. 2
{
  "formula": "C33H33N4O6PbS2",
  "method": "wB97M-V/def2-TZVPD",
  "elements": ["O", "H", "H", "O", "C", "H", "H", "H", "H", "H", "N", "C", "C", "C", "C", "Pb", "C", "C", "H", "H", "C", "N", "H", "H", "C", "C", "O", "O", "C", "C", "C", "H", "H", "H", "C", "C", "H", "C", "C", "C", "H", "C", "C", "H", "H", "S", "H", "C", "C", "H", "N", "C", "N", "C", "C", "C", "H", "H", "C", "H", "S", "C", "H", "C", "H", "H", "C", "O", "H", "H", "C", "C", "C", "H", "O", "H", "H", "H", "H"],
  "positions_angstrom": [[0.03780, 1.06064, -1.52461], [-2.52022, -2.59219, 1.88077], [-5.69098, 1.35899, 5.10304], [-2.19526, 0.10107, 2.67030], [-3.99333, 0.72083, 4.00017], [-0.37823, -5.70154, 4.96715], [-0.35832, -6.62062, 3.44638], [2.09148, -1.50363, -4.81808], [6.06706, -0.20597, 2.11343], [-5.21701, -3.01070, -3.04985], [1.48811, -0.63999, 0.89782], [3.12606, -1.81997, 2.14269], [0.12371, -5.79397, 3.99127], [4.13032, -1.00399, 1.63695], [-3.44048, 3.39049, 3.64198], [-0.95409, 0.07650, 0.77535], [5.55500, -1.17945, 2.10061], [-0.10108, -4.52212, 3.22739], [5.33432, -1.23739, 4.03054], [-0.27123, 3.52964, -2.33207], [1.86877, 0.92020, -5.69890], [-0.57422, 2.28032, 1.57375], [-3.73195, -2.33861, -3.75917], [1.63763, -6.81222, 4.67873], [1.77149, 2.25885, -6.06369], [2.44474, 0.11395, 0.37918], [-1.13909, -0.20194, -2.98737], [-4.36593, -1.54901, -1.95502], [-4.82585, 1.66576, 4.53600], [1.80910, -1.63633, 1.72977], [-1.54162, -2.94675, 2.16962], [4.53303, 0.57911, 0.23114], [1.64373, -1.08268, -3.15775], [-3.62744, -3.45643, -2.37318], [2.53256, 2.75607, -7.24852], [-4.21307, -2.65641, -2.83273], [0.40758, -1.56747, -4.31527], [-3.33433, -0.83303, -1.59601], [-0.25192, 0.74449, -2.65073], [-2.55827, 2.44935, 3.08913], [2.50425, 0.25951, -6.27022], [-4.56754, 3.01972, 4.33272], [0.37693, 1.29093, -3.87017], [3.38986, -2.58721, 2.85180], [6.07944, -1.82461, 1.38591], [-1.68652, -1.44815, -1.99318], [1.95477, -4.02754, 3.12933], [-1.37475, 2.92942, 2.42082], [0.39668, 3.15548, 1.18256], [1.16160, 2.85408, 0.49718], [-0.90966, 4.19651, 2.57043], [3.78219, -0.04237, 0.69292], [-0.52241, -2.18073, 1.81739], [0.27505, 2.64557, -4.19809], [0.97421, 3.10498, -5.30440], [0.71860, -2.52985, 2.16338], [-2.24087, -4.72792, 3.14024], [2.36362, 2.10110, -8.10122], [-0.57162, 3.56743, -3.37821], [-3.24543, 4.44472, 3.50610], [-3.50687, 0.57056, -0.77077], [-1.38690, -4.12544, 2.87529], [-4.19238, -0.33166, 4.13400], [0.96279, -3.70865, 2.86357], [3.60136, 2.74766, -7.03662], [-1.30203, 4.89264, 3.18159], [1.17549, 0.41384, -4.61606], [5.65454, -1.82578, 3.33917], [-1.62005, 3.27662, -3.42735], [-0.48474, 4.58894, -3.73768], [1.34002, -1.01817, -4.20352], [0.19928, 4.35232, 1.78971], [-2.86652, 1.06151, 3.21709], [-5.24012, 3.76948, 4.71672], [1.49970, -6.02218, 4.14754], [2.12314, 0.86352, -0.32891], [2.24055, 3.76923, -7.50785], [0.90275, 4.14780, -5.57541], [0.72303, 5.28286, 1.71395]],
  "forces_ev_per_a": [[-0.07, -0.05, -0.17], [-0.16, 0.05, 0.03], [-0.11, -0.03, 0.07], [0.62, -0.40, -0.20], [0.02, -0.02, -0.07], [0.04, -0.02, -0.15], [0.04, 0.13, 0.09], [0.10, -0.07, 0.03], [-0.10, -0.15, -0.09], [0.02, 0.05, 0.11], [-0.02, -0.32, 0.14], [-0.11, 0.06, -0.11], [-0.39, -0.20, 0.11], [-0.20, 0.05, -0.07], [-0.04, -0.11, 0.05], [-0.63, -0.09, 0.15], [0.20, 0.10, -0.28], [0.01, 0.18, -0.08], [0.05, 0.01, 0.05], [-0.02, 0.10, 0.06], [-0.10, 0.08, 0.04], [-0.37, 0.24, 0.55], [-0.03, -0.04, 0.07], [-0.03, 0.04, -0.02], [-0.11, -0.09, 0.13], [0.42, 0.09, -0.09], [-0.90, -0.80, -0.22], [-0.16, 0.02, 0.30], [0.05, 0.02, -0.07], [0.74, 0.26, 0.00], [-0.14, -0.29, 0.18], [0.05, 0.15, -0.03], [0.08, -0.11, 0.07], [-0.12, 0.09, -0.01], [0.08, 0.01, -0.02], [0.06, -0.64, -0.60], [-0.01, -0.10, -0.04], [0.33, 1.05, 0.48], [0.64, 0.62, 0.33], [-0.54, -0.46, 0.25], [0.08, -0.09, -0.09], [0.00, 0.25, 0.10], [0.26, 0.18, -0.38], [0.02, -0.04, 0.06], [-0.03, 0.16, 0.05], [0.09, 0.16, -0.43], [0.14, 0.03, 0.00], [0.27, 0.01, -0.12], [0.25, 0.42, -0.01], [0.18, 0.08, -0.19], [-0.25, -0.23, 0.05], [-0.04, -0.19, 0.21], [0.49, -0.07, 0.20], [0.06, -0.27, 0.10], [0.04, -0.15, -0.02], [-0.37, -0.65, 0.28], [-0.16, -0.03, 0.01], [0.01, 0.05, -0.11], [-0.02, 0.05, 0.07], [-0.06, 0.12, -0.04], [-0.49, -0.27, -0.65], [0.25, 0.02, -0.05], [0.00, -0.12, -0.01], [-0.10, 0.07, -0.03], [0.08, 0.04, -0.04], [0.02, -0.08, -0.03], [-0.06, 0.18, 0.10], [-0.01, -0.17, 0.28], [-0.12, 0.01, 0.01], [-0.02, 0.06, 0.03], [-0.05, -0.08, -0.13], [0.40, -0.02, -0.34], [-0.33, 0.61, 0.24], [-0.04, 0.09, 0.07], [0.26, 0.01, 0.00], [-0.02, 0.13, -0.06], [0.01, 0.06, -0.09], [-0.04, 0.13, -0.04], [0.13, 0.13, 0.04]],
  "gap_ev": 5.93,
  "max_force_ev_per_a": 1.22,
  "total_energy_ha": -2936.83952,
  "lumo_ev": -3.436,
  "molar_mass_g_mol": 853.0,
  "total_charge": 1,
  "homo_energy_ha": -0.3442
}

=====

> What is the formula in the first record?

C27H49B3Br2F4N2O8